Entry from the Open Molecules 2025 dataset: a cluster of 2 separate species, C2H7NO2Si in total at a distorted geometry (ωB97M-V/def2-TZVPD).

Last columns: bonded neighbours and bond lengths (Å).
Cartesian coordinates (Å):
1 H 1.1927 -2.3495 0.5095  C10 1.075
2 Si -0.3329 -0.4215 0.0503  H7 1.435, C10 1.800, C12 1.962
3 H -1.2458 0.2308 2.3775  C12 1.068
4 N -0.1961 0.9781 -2.0132  O6 1.239, O11 1.181
5 H -0.0908 1.4188 1.7461  C12 1.059
6 O 0.3571 0.3508 -2.9274  N4 1.239
7 H -1.2586 -1.2553 -0.6619  Si2 1.435
8 H -1.6863 1.5718 1.2324  C12 1.180
9 H 1.4412 -1.2389 -0.8219  C10 1.064
10 C 1.2204 -1.3153 0.2167  H1 1.075, Si2 1.800, H9 1.064, H13 1.098
11 O -0.5279 2.1110 -2.0362  N4 1.181
12 C -0.8848 0.7550 1.5201  Si2 1.962, H3 1.068, H5 1.059, H8 1.180
13 H 2.0118 -0.8357 0.8080  C10 1.098

Properties
- E: -574.99608 Eh
- Kohn-Sham gap: 8.93 eV
- Net charge: 0
- Lowest unoccupied orbital energy: 0.06 eV
- Energy above the lowest of the compared OMol25 structures with the same formula, charge and spin: 125.49 kcal/mol